Molecular formula: C4H9N2
Method: DFT, ωB97M-V/def2-TZVPD

Summary:
F_max: 0.11057 hartree/bohr
ΔE to the lowest compared entry with this formula, charge and spin: 3.192 eV
HOMO level: -0.549 Ha
net charge: +1
gap between HOMO and LUMO: 10.55 eV
spin multiplicity: 1

Geometry as XYZ:
```
15
Properties=species:S:1:pos:R:3:forces:R:3:lowdin_charge:R:1
H -2.583136 -1.880326 0.551341 -1.0 0.3 0.3 0.11
H 2.487377 0.125855 -0.159958 0.7 -1.4 0.8 0.07
H -1.528482 -3.278590 0.756745 0.9 -0.9 0.2 0.10
H -0.828407 2.081815 0.055636 1.3 -1.1 -2.4 0.18
C 1.832254 0.902176 -0.405098 -2.4 -0.2 -0.6 0.00
H 1.900700 1.712336 0.259962 0.3 1.1 1.1 0.07
H 0.245096 0.154666 1.623630 0.5 0.8 1.4 0.17
H 0.277673 -0.421607 -1.261165 -0.1 1.7 0.7 0.19
H 2.172699 1.227607 -1.349140 0.1 0.6 -1.2 0.08
H -1.369981 1.153810 -1.092535 -4.2 -1.7 -1.9 0.03
C -1.604844 -2.227172 0.806112 -0.4 1.3 -0.8 0.17
N -0.541295 1.491434 -0.836239 1.8 3.6 4.0 0.10
C -0.792593 -1.236665 0.806925 0.6 -1.2 0.3 -0.02
N -0.000581 -0.276666 0.773256 -1.0 -0.2 -0.7 0.16
C 0.333521 0.471327 -0.529472 3.0 -2.6 -1.2 -0.39
```
Positions in Å, forces in eV/Å.